Version 1
C3H3NO | the ωB97M-V functional and the def2-TZVPD basis

ORCA input file:
```
! RIJCOSX wB97M-V def2-TZVPD def2/J DEFGRID3
* xyz 0 1
N 1.98 0.09 -1.32
C 1.14 -0.11 -0.55
C 0.01 -0.60 0.35
C -0.80 0.66 0.22
O -0.43 1.38 -0.67
H -0.39 -1.40 -0.27
H 0.12 -1.02 1.38
H -1.63 0.99 0.86
*
```

* frontier orbital gap: 10.981 eV

Results of the Löwdin charge analysis, in e, for atoms 1 through 5: number 1, N, carries 0.154; number 2, C, carries -0.256; number 3, C, carries -0.085; number 4, C, carries -0.238; number 5, O, carries 0.048

Version 2
C3H3NO | the ωB97M-V functional and the def2-TZVPD basis

ORCA input file:
```
! RIJCOSX wB97M-V def2-TZVPD def2/J DEFGRID3
* xyz 0 1
C 1.38 -0.99 -0.02
C 0.46 0.25 -0.06
C -1.06 -0.08 0.08
H 2.50 -0.74 -0.52
H 1.51 -1.50 1.29
H 0.72 -1.89 -0.66
N -2.19 -0.27 -0.04
O 0.75 1.37 0.02
*
```

* frontier orbital gap: 10.951 eV

Results of the Löwdin charge analysis, in e, for atoms 1 through 5: number 1, C, carries -0.083; number 2, C, carries -0.520; number 3, C, carries -0.137; number 4, H, carries 0.127; number 5, H, carries 0.199

Version 3
C3H3NO | the ωB97M-V functional and the def2-TZVPD basis

ORCA input file:
```
! RIJCOSX wB97M-V def2-TZVPD def2/J DEFGRID3
* xyz 0 1
C 1.28 -1.41 -1.56
C 0.65 -0.70 -0.79
C -0.04 -0.02 0.32
N -0.75 1.01 0.15
O -1.35 1.39 1.40
H 2.06 -2.00 -2.14
H 0.14 -0.36 1.35
H -2.00 2.09 1.27
*
```

* frontier orbital gap: 10.357 eV

Results of the Löwdin charge analysis, in e, for atoms 1 through 5: number 1, C, carries 0.094; number 2, C, carries -0.102; number 3, C, carries -0.195; number 4, N, carries 0.012; number 5, O, carries -0.081

Which of them is least stable? Easy: version 3.

Version 1
C4H6I2 | the ωB97M-V functional and the def2-TZVPD basis

ORCA input file:
```
! RIJCOSX wB97M-V def2-TZVPD def2/J DEFGRID3
* xyz 0 1
C 1.99 -0.51 -0.30
C 0.99 0.30 -0.51
C -1.63 -0.15 -0.03
C -0.56 0.43 0.76
I 0.66 1.47 -2.17
I -0.03 -0.46 2.58
H 2.75 -0.80 -0.90
H 2.02 -0.99 0.66
H -1.59 -1.19 0.01
H -2.56 0.24 0.29
H -1.63 0.18 -1.09
H -0.42 1.48 0.70
*
```

* frontier orbital gap: 9.431 eV

Results of the Löwdin charge analysis, in e, for atoms 1 through 5: number 1, C, carries -0.141; number 2, C, carries -0.763; number 3, C, carries -0.245; number 4, C, carries -0.766; number 5, I, carries 0.858

Version 2
C4H6I2 | the ωB97M-V functional and the def2-TZVPD basis

ORCA input file:
```
! RIJCOSX wB97M-V def2-TZVPD def2/J DEFGRID3
* xyz 0 1
C 0.35 -1.77 -0.65
C 0.54 -0.77 0.30
I 2.59 -0.48 0.81
C -0.43 0.28 0.68
C -0.12 1.53 -0.20
I -2.49 -0.41 0.49
H 1.02 -2.37 -1.17
H -0.59 -2.00 -1.09
H -0.53 0.52 1.70
H -0.20 1.25 -1.19
H -0.93 2.21 0.09
H 0.80 2.00 0.22
*
```

* frontier orbital gap: 9.130 eV

Results of the Löwdin charge analysis, in e, for atoms 1 through 5: number 1, C, carries -0.094; number 2, C, carries -0.808; number 3, I, carries 0.825; number 4, C, carries -0.825; number 5, C, carries -0.146

Version 3
C4H6I2 | the ωB97M-V functional and the def2-TZVPD basis

ORCA input file:
```
! RIJCOSX wB97M-V def2-TZVPD def2/J DEFGRID3
* xyz 0 1
C 0.84 -1.23 -1.50
C -0.03 -0.44 -0.78
C -0.92 0.60 1.38
C 0.18 0.24 0.45
I -1.84 -0.04 -1.86
I 1.98 -0.07 1.49
H 0.59 -1.76 -2.50
H 1.86 -1.57 -1.16
H -0.92 -0.09 2.12
H -0.74 1.62 1.81
H -1.78 0.73 0.81
H 0.76 2.00 -0.27
*
```

* frontier orbital gap (spin up / spin down): 8.155 / 7.676 eV

Results of the Löwdin charge analysis, in e, for atoms 1 through 5: number 1, C, carries -0.114; number 2, C, carries -0.862; number 3, C, carries -0.235; number 4, C, carries -0.901; number 5, I, carries 0.842

Which of them is least stable? Easy: version 3.

Version 1
C6H13O2P | the ωB97M-V functional and the def2-TZVPD basis

ORCA input file:
```
! RIJCOSX wB97M-V def2-TZVPD def2/J DEFGRID3
* xyz 0 1
C 4.72 -0.05 -0.72
C 3.39 -0.52 -0.14
C 2.23 0.14 -0.32
P 0.87 -0.24 0.86
O 0.18 1.05 0.95
H 5.50 -0.74 -0.81
H 5.12 0.94 -0.17
H 4.52 0.26 -1.73
H 3.35 -1.41 0.37
H 2.14 1.08 -0.83
C -2.96 1.21 0.67
C -2.98 -0.25 0.34
C -2.35 -0.82 -0.88
O -2.46 -0.99 1.45
H -3.60 1.34 1.60
H -1.99 1.62 0.93
H -3.53 1.56 -0.18
H -4.13 -0.55 0.37
H -2.72 -0.40 -1.74
H -2.53 -1.95 -0.93
H -1.28 -0.58 -0.75
H -1.48 -0.69 1.66
*
```

* frontier orbital gap: 8.851 eV

Results of the Löwdin charge analysis, in e, for atoms 1 through 5: number 1, C, carries -0.088; number 2, C, carries -0.213; number 3, C, carries -0.299; number 4, P, carries 0.886; number 5, O, carries -0.466

Version 2
C6H13O2P | the ωB97M-V functional and the def2-TZVPD basis

ORCA input file:
```
! RIJCOSX wB97M-V def2-TZVPD def2/J DEFGRID3
* xyz 0 1
C 2.65 -0.63 -0.10
C -1.85 -0.02 0.89
C -3.14 0.68 0.90
C -1.27 -0.26 -0.51
C 2.72 -2.03 0.02
C 1.25 1.89 -0.97
O -3.28 1.72 0.14
O 0.09 -0.68 -0.55
P 1.18 0.30 0.17
H 3.41 0.09 0.11
H -0.99 0.52 1.37
H -1.93 -0.91 1.60
H -4.01 0.02 0.56
H -3.55 0.73 2.03
H -1.86 -1.07 -1.04
H -1.48 0.58 -1.26
H 1.82 -2.59 0.47
H 2.77 -2.48 -1.00
H 3.65 -2.40 0.58
H 0.28 2.09 -1.33
H 1.54 2.78 -0.34
H 2.02 1.64 -1.74
*
```

* frontier orbital gap (spin up / spin down): 5.330 / 8.320 eV

Results of the Löwdin charge analysis, in e, for atoms 1 through 5: number 1, C, carries -0.374; number 2, C, carries -0.216; number 3, C, carries -0.430; number 4, C, carries -0.278; number 5, C, carries -0.228

Which of them is least stable? Easy: version 2.

Version 1
CH7NS2 | the ωB97M-V functional and the def2-TZVPD basis

ORCA input file:
```
! RIJCOSX wB97M-V def2-TZVPD def2/J DEFGRID3
* xyz 0 1
C 1.23 -0.80 0.45
N 2.19 -0.39 -0.53
H 1.79 -1.33 1.22
H 0.80 0.01 1.07
H 0.42 -1.47 0.21
H 3.11 -0.38 -0.14
H 1.89 0.37 -1.12
S -3.27 1.71 0.44
S -2.50 0.11 -0.65
H -4.44 1.68 -0.21
H -1.22 0.50 -0.74
*
```

* frontier orbital gap: 9.108 eV

Results of the Löwdin charge analysis, in e, for atoms 1 through 5: number 1, C, carries -0.233; number 2, N, carries -0.060; number 3, H, carries 0.067; number 4, H, carries 0.064; number 5, H, carries 0.055

Version 2
CH7NS2 | the ωB97M-V functional and the def2-TZVPD basis

ORCA input file:
```
! RIJCOSX wB97M-V def2-TZVPD def2/J DEFGRID3
* xyz 0 1
C -0.02 1.84 -0.14
N 0.71 1.01 0.79
H -0.23 1.36 -1.11
H 0.52 2.76 -0.35
H -0.98 2.10 0.30
H 0.20 0.28 1.24
H 1.65 0.74 0.52
S 0.14 -2.21 -1.20
S -1.06 -1.99 0.47
H -0.59 -3.13 -1.79
H -0.33 -2.77 1.28
*
```

* frontier orbital gap: 8.816 eV

Results of the Löwdin charge analysis, in e, for atoms 1 through 5: number 1, C, carries -0.210; number 2, N, carries -0.083; number 3, H, carries 0.055; number 4, H, carries 0.062; number 5, H, carries 0.070

Which of them is least stable? Easy: version 1.

Version 1
C4H3NS | the ωB97M-V functional and the def2-TZVPD basis

ORCA input file:
```
! RIJCOSX wB97M-V def2-TZVPD def2/J DEFGRID3
* xyz 0 1
C -1.15 -0.74 -0.02
C 0.17 -0.84 0.05
C 1.02 0.41 0.11
S 2.66 0.32 -0.02
C 0.25 1.64 0.04
N -0.32 2.65 -0.01
H -1.72 0.12 -0.06
H -1.65 -1.73 -0.11
H 0.73 -1.83 0.02
*
```

* frontier orbital gap: 7.837 eV

Results of the Löwdin charge analysis, in e, for atoms 1 through 5: number 1, C, carries 0.045; number 2, C, carries -0.208; number 3, C, carries -0.755; number 4, S, carries 0.759; number 5, C, carries -0.267

Version 2
C4H3NS | the ωB97M-V functional and the def2-TZVPD basis

ORCA input file:
```
! RIJCOSX wB97M-V def2-TZVPD def2/J DEFGRID3
* xyz 0 1
S 2.59 -0.12 -0.01
C 0.99 -0.06 0.00
C 0.07 1.04 0.01
C -1.18 0.51 -0.02
N -1.17 -0.91 -0.02
C 0.06 -1.25 0.00
H 0.38 2.09 -0.03
H -2.12 0.99 0.04
H 0.37 -2.29 0.03
*
```

* frontier orbital gap: 7.312 eV

Results of the Löwdin charge analysis, in e, for atoms 1 through 5: number 1, S, carries 0.803; number 2, C, carries -0.797; number 3, C, carries -0.122; number 4, C, carries -0.092; number 5, N, carries 0.066

Which of them is least stable? Easy: version 1.

Version 1
C2H4N2O2 | the ωB97M-V functional and the def2-TZVPD basis

ORCA input file:
```
! RIJCOSX wB97M-V def2-TZVPD def2/J DEFGRID3
* xyz 0 1
N 1.55 0.46 -0.16
N 1.20 -0.71 -0.13
C -0.05 -1.11 0.18
C -1.18 -0.16 -0.06
O -2.37 -0.50 -0.12
O -0.95 1.14 0.08
H 1.15 1.27 0.61
H 2.63 0.35 -0.12
H -0.10 -2.26 0.13
H -1.89 1.53 -0.40
*
```

* frontier orbital gap: 9.198 eV

Results of the Löwdin charge analysis, in e, for atoms 1 through 5: number 1, N, carries -0.044; number 2, N, carries -0.111; number 3, C, carries -0.053; number 4, C, carries -0.573; number 5, O, carries 0.035

Version 2
C2H4N2O2 | the ωB97M-V functional and the def2-TZVPD basis

ORCA input file:
```
! RIJCOSX wB97M-V def2-TZVPD def2/J DEFGRID3
* xyz 0 1
H 2.07 -0.26 -1.25
N 1.98 -0.13 -0.24
C 0.78 -0.02 0.17
O 0.55 0.16 1.48
N -0.40 -0.08 -0.57
C -1.69 0.09 -0.08
O -2.66 0.03 -0.80
H 1.44 0.18 1.86
H -0.34 -0.25 -1.56
H -1.73 0.27 1.00
*
```

* frontier orbital gap: 10.846 eV

Results of the Löwdin charge analysis, in e, for atoms 1 through 5: number 1, H, carries 0.051; number 2, N, carries 0.139; number 3, C, carries -0.553; number 4, O, carries 0.071; number 5, N, carries 0.128

Which of them is least stable? Easy: version 1.

Version 1
C3H3N2O3 | the ωB97M-V functional and the def2-TZVPD basis

ORCA input file:
```
! RIJCOSX wB97M-V def2-TZVPD def2/J DEFGRID3
* xyz -1 1
O -3.03 0.00 0.93
C -2.26 0.17 0.04
O -2.39 0.49 -1.17
C -0.73 -0.11 0.29
N 0.10 0.74 0.78
C 1.43 0.38 0.34
N 1.27 -0.89 -0.46
O -0.13 -1.25 -0.45
H 2.01 1.16 -0.22
H 2.14 0.29 1.25
H 1.60 -0.99 -1.34
*
```

* frontier orbital gap: 8.655 eV

Results of the Löwdin charge analysis, in e, for atoms 1 through 5: number 1, O, carries 0.003; number 2, C, carries -0.737; number 3, O, carries -0.044; number 4, C, carries -0.183; number 5, N, carries 0.079

Version 2
C3H3N2O3 | the ωB97M-V functional and the def2-TZVPD basis

ORCA input file:
```
! RIJCOSX wB97M-V def2-TZVPD def2/J DEFGRID3
* xyz -1 1
O -0.51 -2.18 -0.21
C -0.62 -0.96 -0.21
N -1.59 -0.24 0.40
C -1.28 1.01 0.32
O -0.22 1.41 -0.33
C 0.50 0.25 -0.63
N 1.45 -0.09 0.43
O 2.33 -0.97 0.07
H -2.05 1.86 0.55
H 1.08 0.34 -1.64
H 0.90 -0.44 1.24
*
```

* frontier orbital gap (spin up / spin down): 5.417 / 5.208 eV

Results of the Löwdin charge analysis, in e, for atoms 1 through 5: number 1, O, carries 0.007; number 2, C, carries -0.454; number 3, N, carries 0.113; number 4, C, carries -0.258; number 5, O, carries -0.006

Version 3
C3H3N2O3 | the ωB97M-V functional and the def2-TZVPD basis

ORCA input file:
```
! RIJCOSX wB97M-V def2-TZVPD def2/J DEFGRID3
* xyz -1 1
C -2.21 -0.32 0.44
C 0.55 -1.27 -0.26
C 1.55 0.81 -0.25
N -1.05 -0.10 0.96
N 1.45 -0.49 -0.64
O -3.12 -1.03 0.21
O -1.86 0.98 0.18
O 0.06 -2.33 -0.32
H 2.20 1.54 -0.92
H 0.59 1.30 -0.19
H 1.85 0.93 0.79
*
```

* frontier orbital gap: 7.911 eV

Results of the Löwdin charge analysis, in e, for atoms 1 through 5: number 1, C, carries -0.790; number 2, C, carries -0.380; number 3, C, carries -0.233; number 4, N, carries 0.099; number 5, N, carries 0.008

Which of them is least stable? Easy: version 2.

Version 1
C3H7NO3S | the ωB97M-V functional and the def2-TZVPD basis

ORCA input file:
```
! RIJCOSX wB97M-V def2-TZVPD def2/J DEFGRID3
* xyz -2 1
O 1.44 -1.37 0.51
C 0.60 -1.00 -0.39
O 0.41 -1.55 -1.48
C -0.33 0.18 0.02
C -1.55 -0.47 0.70
S -3.04 0.62 0.91
N -0.69 0.94 -1.20
H 0.21 0.88 0.66
H -1.85 -1.35 0.14
H -1.25 -0.77 1.71
H -1.08 1.82 -0.88
H -1.42 0.43 -1.68
H 2.74 1.10 -0.20
H 2.70 -0.18 0.57
O 3.13 0.71 0.59
*
```

* frontier orbital gap: 5.693 eV

Results of the Löwdin charge analysis, in e, for atoms 1 through 5: number 1, O, carries -0.137; number 2, C, carries -0.705; number 3, O, carries -0.064; number 4, C, carries -0.416; number 5, C, carries -0.712

Version 2
C3H7NO3S | the ωB97M-V functional and the def2-TZVPD basis

ORCA input file:
```
! RIJCOSX wB97M-V def2-TZVPD def2/J DEFGRID3
* xyz -2 1
O 0.01 1.44 0.96
C -0.46 1.15 -0.18
O -0.96 1.95 -1.00
C -0.44 -0.35 -0.61
C -0.48 -1.31 0.57
S -0.54 -3.09 0.08
N 0.79 -0.55 -1.41
H -1.28 -0.52 -1.28
H 0.41 -1.14 1.18
H -1.31 -1.05 1.25
H 0.82 -1.56 -1.58
H 1.57 -0.29 -0.82
H 1.47 2.47 1.19
H 1.35 3.80 0.54
O 1.94 3.34 1.14
*
```

* frontier orbital gap: 5.687 eV

Results of the Löwdin charge analysis, in e, for atoms 1 through 5: number 1, O, carries -0.108; number 2, C, carries -0.686; number 3, O, carries -0.091; number 4, C, carries -0.446; number 5, C, carries -0.734

Version 3
C3H7NO3S | the ωB97M-V functional and the def2-TZVPD basis

ORCA input file:
```
! RIJCOSX wB97M-V def2-TZVPD def2/J DEFGRID3
* xyz -2 1
O 0.39 -2.15 0.58
C 0.40 -0.97 0.95
O 1.01 -0.36 1.88
C -0.65 0.03 0.26
C -1.75 -0.65 -0.61
S -3.05 0.61 -0.98
N 0.10 1.04 -0.63
H -1.02 0.64 1.09
H -1.25 -0.98 -1.54
H -2.10 -1.52 -0.05
H -0.60 1.30 -1.33
H 0.81 0.43 -1.03
H 2.78 0.28 0.90
H 2.00 1.23 0.14
O 2.95 1.08 0.37
*
```

* frontier orbital gap: 5.700 eV

Results of the Löwdin charge analysis, in e, for atoms 1 through 5: number 1, O, carries -0.078; number 2, C, carries -0.713; number 3, O, carries -0.116; number 4, C, carries -0.397; number 5, C, carries -0.722

Which of them is least stable? Easy: version 3.